23
Properties=species:S:1:pos:R:3:mulliken_charge:R:1 method="wB97M-V/def2-TZVPD" e_homo_ha=-0.258 e_tot_ev=-13511.3878 orbital_gap_ha=0.28244 e_above_lowest_kj_mol=677.9
C -0.23214 0.19416 -0.08424 0.96
C 0.93290 -0.53684 -0.52005 -0.57
C 3.22965 -1.15270 0.02197 0.01
C -2.81199 0.82256 0.28177 -0.71
C -2.23635 -1.44692 -0.31394 -0.35
C -1.62183 -0.10767 0.03419 0.24
C -0.00701 1.63373 0.42148 -1.43
C 4.34150 -0.23447 -0.24654 -0.98
N 2.01916 -0.75517 -0.10184 -0.08
N -3.72557 0.11880 -0.42296 -0.30
O -3.58323 -1.34370 -0.29516 -0.31
H 3.42702 -2.21579 0.45796 0.30
H -3.00378 1.13522 1.38718 0.22
H -2.63805 1.71473 -0.24790 0.33
H -1.80852 -1.61161 -1.43001 0.19
H -1.84522 -2.43144 0.11678 0.31
H 0.04982 2.21778 -0.50394 0.31
H 0.96293 1.72709 0.91608 0.43
H -0.73961 2.06867 1.15021 0.31
H 5.16920 -0.53785 -0.90616 0.29
H 4.77484 -0.18574 0.75923 0.25
H 4.01269 0.80322 -0.41703 0.27
H -4.66639 0.12395 -0.05709 0.30

---

10
Properties=species:S:1:pos:R:3:mulliken_charge:R:1 method="wB97M-V/def2-TZVPD" e_homo_ha=-0.347 e_tot_ev=-28828.1747 orbital_gap_ha=0.29894 e_above_lowest_kj_mol=126.2
C 0.24779 0.20048 -1.33639 0.07
C -0.90968 0.50255 0.81917 -0.16
C 0.04126 -0.42240 -0.02315 0.33
C 1.16196 -0.99758 0.84826 0.00
H -1.11680 0.34063 1.82953 0.46
H -0.50133 -1.37032 0.02056 0.22
N -1.37091 1.65043 0.38437 -0.43
N 1.99639 -1.38205 1.48219 -0.33
S 1.37513 -0.07304 -2.52403 -0.19
S -0.92382 1.55130 -1.50051 0.03

---

9
Properties=species:S:1:pos:R:3:mulliken_charge:R:1 method="wB97M-V/def2-TZVPD" e_homo_ha="-0.318 / -0.291" e_tot_ev=-80069.8142 orbital_gap_ha="0.28538 / 0.25610" e_above_lowest_kj_mol=520.1
C -0.85414 1.75126 0.02205 -0.50
C -1.12071 0.47213 0.18942 -0.17
Si 1.33869 -1.45190 0.04371 0.44
Br -2.79605 -0.37265 0.19926 -0.11
H -1.49738 2.42192 -0.40678 0.32
H 0.12263 2.16186 0.20702 0.21
H 1.98713 -1.65742 1.20725 -0.09
H 0.86262 -2.82438 -0.64899 -0.03
H 1.95722 -0.50082 -0.81293 -0.07